Record 1
11
Properties=species:S:1:pos:R:3:forces:R:3 method="wB97M-V/def2-TZVPD" lumo_energy_ev=0.8028 de_lowest_kcal_mol=16.4 energy_ha=-786.234456 homo_energy_ev=-9.68 smiles="F[C@]1(Cl)C=NNC1" spin_multiplicity=1
C 0.79006 -0.47493 0.28550 -1.3 1.5 0.3
C -0.15787 -0.32382 -0.88940 -0.6 -1.4 -0.8
C -0.05167 0.33773 1.25981 0.7 1.2 -0.3
H -0.80429 -1.22912 -0.82369 0.4 0.3 -0.3
H 0.36047 -0.25634 -1.82773 0.0 -0.1 -0.5
H -1.91515 0.77666 -0.95904 -1.3 -0.1 -0.7
H 0.39673 0.68313 2.16927 -0.4 -0.4 0.9
N -0.98787 0.86088 -0.64960 1.7 -0.5 1.7
N -0.99646 1.04097 0.73673 0.8 -0.4 -0.1
F 1.00510 -1.76179 0.68996 0.1 0.3 -0.3
Cl 2.36095 0.34662 0.00820 -0.2 -0.4 0.1

---

Record 2
9
Properties=species:S:1:pos:R:3:forces:R:3 method="wB97M-V/def2-TZVPD" lumo_energy_ev=0.7426 de_lowest_kcal_mol=121.0 energy_ha=-263.170452 homo_energy_ev=-9.28 smiles=Cn1cno1 spin_multiplicity=1
C 1.06375 -0.93075 -0.02151 0.0 4.7 0.1
C -1.13837 0.46110 0.01645 -0.6 -1.5 0.7
N 2.21783 -0.33866 -0.04226 -0.2 1.8 0.4
N 0.25759 0.13673 0.19421 1.1 0.3 1.2
O 1.44737 1.06279 0.18888 -1.1 -4.2 -0.4
H 0.77696 -1.83512 -0.37361 -0.6 -3.0 -0.4
H -1.45263 1.33761 0.57498 0.5 0.5 -0.5
H -1.32841 0.41431 -1.04120 -0.7 0.8 -0.4
H -1.84408 -0.30802 0.50408 1.5 0.5 -0.6

---

Record 3
9
Properties=species:S:1:pos:R:3:forces:R:3 method="wB97M-V/def2-TZVPD" lumo_energy_ev="-1.4744 / -2.3068" de_lowest_kcal_mol=94.3 energy_ha=-1086.700427 homo_energy_ev="-9.94 / -9.72" spin_multiplicity=1
C -1.25533 -2.15040 -0.55902 0.3 1.6 0.0
C -0.98088 -1.01176 -1.16562 -1.0 0.6 -0.7
O 1.25026 2.18317 1.31344 0.2 1.2 -0.5
O 0.24658 2.96929 -0.76475 0.8 0.7 0.5
S 1.07983 3.27336 0.37577 -1.0 -1.9 -0.1
Cl -2.39048 0.87062 0.35364 1.1 -1.4 -1.3
H -1.84193 -2.21433 0.36223 0.1 0.4 -0.3
H -0.81833 -3.09420 -0.85587 0.2 0.0 -0.5
H -0.63788 -0.48273 -2.17308 -0.8 -1.1 2.9

---

Record 4
26
Properties=species:S:1:pos:R:3:forces:R:3 method="wB97M-V/def2-TZVPD" lumo_energy_ev=0.4243 energy_ha=-4057.026483 homo_energy_ev=-10.31 spin_multiplicity=1
O 1.64914 1.78244 -1.47123 0.2 0.0 0.2
C 0.89524 2.38163 -2.14308 -0.3 -0.2 -0.3
Br 1.28076 4.19624 -2.74106 0.0 0.0 -0.1
C -0.41515 1.85935 -2.70677 0.1 0.1 0.1
O -0.84815 0.78649 -1.88525 0.1 0.0 0.0
S -2.45065 0.59215 -1.64218 -0.1 0.1 -0.1
O -3.10348 0.98172 -2.87980 0.0 0.0 0.0
O -2.71208 1.84251 -0.64556 0.0 0.1 0.0
H -0.21446 1.49045 -3.71848 0.0 0.1 0.0
H -1.13962 2.67013 -2.78568 0.0 -0.1 0.1
H -3.09039 2.57126 -1.16699 0.0 -0.1 0.0
C 1.59035 -2.19943 2.08008 0.0 0.0 0.0
C 1.71362 -0.67750 1.91670 0.0 0.0 0.0
C 0.69812 -0.25247 0.85194 0.1 0.0 0.1
S -0.64207 -1.44623 0.93611 0.0 0.0 0.1
O -0.69363 -2.18274 -0.30246 0.0 0.0 0.0
O -1.83672 -0.81854 1.44475 0.0 0.0 0.0
C 0.09704 -2.48745 2.19394 0.1 0.0 0.0
H 2.13061 -2.55946 2.95461 0.0 0.0 0.0
H 1.99788 -2.70495 1.20206 0.0 0.0 0.0
H 1.48448 -0.18956 2.86630 0.0 0.0 0.0
H 2.72095 -0.38075 1.62867 0.0 0.0 0.0
H 0.27482 0.73425 1.02077 0.0 0.0 0.0
H 1.10467 -0.30438 -0.15397 0.0 0.0 0.0
H -0.18506 -3.51802 1.99205 0.0 0.0 0.0
H -0.30624 -2.16714 3.15451 0.0 0.0 0.0

---

Record 5
50
Properties=species:S:1:pos:R:3:forces:R:3 method="wB97M-V/def2-TZVPD" lumo_energy_ev=0.7443 de_lowest_kcal_mol=16.5 energy_ha=-1551.466393 homo_energy_ev=-7.39 smiles="CCN1CCN(c2ccc(NC(=O)COc3ccccc3Cl)cc2)CC1" spin_multiplicity=1
C 7.47721 -3.90612 -3.95619 0.0 0.3 0.1
H 7.42563 -4.63030 -3.14784 0.0 -0.1 0.0
H 8.47736 -3.94292 -4.38051 0.1 -0.1 0.0
H 6.75908 -4.18616 -4.72184 -0.1 -0.1 -0.1
C 7.17922 -2.49333 -3.46660 0.0 -0.2 -0.1
N 5.77683 -2.31957 -3.12833 0.0 0.1 0.0
C 5.40631 -0.92088 -3.03304 -0.2 0.1 -0.1
C 3.89754 -0.78085 -2.82658 0.3 0.2 0.0
N 3.52169 -1.47228 -1.61611 0.4 0.0 -0.2
C 2.38133 -1.10171 -0.91834 -0.4 0.2 0.3
C 1.43606 -0.21065 -1.43609 0.2 -0.2 -0.1
C 0.35027 0.18928 -0.68412 -0.1 -0.1 0.3
C 0.16245 -0.28745 0.60856 0.3 -0.1 -0.2
C 1.09268 -1.17719 1.13703 -0.1 0.0 0.1
C 2.17909 -1.56935 0.38583 0.0 0.0 -0.2
H 2.89858 -2.23900 0.83094 0.1 0.0 0.0
H 0.96351 -1.54727 2.14019 0.0 0.0 0.0
N -0.96268 0.15743 1.31642 -0.2 0.3 -0.4
C -1.33357 -0.11381 2.58063 -0.5 0.3 0.0
O -0.74891 -0.81564 3.37828 0.0 -0.1 0.2
C -2.64226 0.58380 2.99168 0.2 -0.3 0.5
O -3.20329 1.26817 1.89595 -0.2 0.1 0.0
C -4.37963 1.93034 2.05190 -0.1 0.1 -0.2
C -5.09741 2.03560 3.23618 0.3 -0.2 0.0
C -6.28892 2.74244 3.26889 -0.1 0.0 -0.1
C -6.78110 3.35012 2.12959 -0.1 0.0 0.1
C -6.07677 3.25519 0.93974 0.1 -0.1 0.1
C -4.88928 2.55310 0.90574 0.1 -0.1 0.1
Cl -3.99484 2.42391 -0.56677 0.1 0.0 -0.2
H -6.44430 3.72221 0.03975 0.0 0.0 -0.1
H -7.70952 3.89795 2.15980 -0.1 0.1 0.0
H -6.83195 2.81386 4.19874 0.0 0.0 0.1
H -4.73161 1.56898 4.13668 0.1 -0.1 0.1
H -2.40536 1.27364 3.81306 0.0 -0.1 -0.1
H -3.32463 -0.18645 3.37363 0.1 0.1 -0.1
H -1.58044 0.76925 0.79628 0.0 -0.1 0.2
H -0.36926 0.87487 -1.11061 -0.1 0.1 0.0
H 1.53239 0.16631 -2.44191 0.0 0.0 -0.1
C 3.89932 -2.86757 -1.68790 0.2 -0.2 0.1
C 5.40573 -2.98786 -1.89497 -0.3 -0.2 0.0
H 5.67061 -4.04317 -1.96625 0.0 0.0 0.0
H 5.93091 -2.54875 -1.02660 0.0 0.0 0.0
H 3.60731 -3.38510 -0.77584 0.0 0.0 -0.1
H 3.39393 -3.35052 -2.54046 0.0 0.0 0.1
H 3.66018 0.27927 -2.72860 0.0 0.0 0.0
H 3.37808 -1.19139 -3.70712 0.0 0.1 0.0
H 5.68609 -0.41846 -3.96220 0.0 0.0 0.0
H 5.92686 -0.42136 -2.19516 0.0 0.0 -0.1
H 7.40554 -1.79221 -4.27448 0.0 0.0 0.1
H 7.83638 -2.24579 -2.61327 0.0 0.1 -0.1

---

Record 6
10
Properties=species:S:1:pos:R:3:forces:R:3 method="wB97M-V/def2-TZVPD" lumo_energy_ev=-0.6287 de_lowest_kcal_mol=120.9 energy_ha=-355.447150 homo_energy_ev=-9.44 smiles="C1=NC=NOC=N1" spin_multiplicity=1
C 1.47155 -0.56446 0.00670 -6.7 -0.7 1.8
C 0.08502 1.33366 0.17071 1.7 0.5 -0.1
C -1.49393 -0.34072 -0.11117 -0.4 -2.4 -2.1
H 2.20145 -1.13811 -0.27426 4.4 -3.2 -1.3
H 0.63337 2.40684 0.35422 -2.7 -2.3 -0.1
H -2.59004 -0.47225 -0.44801 2.1 0.2 0.3
N 1.25616 0.58430 -0.29095 -1.3 3.8 -0.1
N -1.16474 0.95201 0.25205 2.6 0.9 0.4
N -0.69906 -1.42895 -0.24732 -5.3 2.7 -0.9
O 0.30022 -1.33232 0.58802 5.7 0.5 2.3

---

Record 7
78
Properties=species:S:1:pos:R:3:forces:R:3 method="wB97M-V/def2-TZVPD" lumo_energy_ev="-7.0725 / -6.5845" total_charge=+2 de_lowest_kcal_mol=0.0 energy_ha=-7941.254077 s2=3.955 homo_energy_ev="-13.19 / -13.18" spin_multiplicity=4
Mn 0.57033 -0.28153 0.10040 0.6 0.4 0.3
O -1.19023 -0.01152 5.06469 0.0 0.0 0.0
C -1.14381 -1.36697 4.85324 0.0 0.0 0.0
C -1.60052 -2.29352 5.77503 0.0 0.0 0.0
C -1.54798 -3.64378 5.46222 0.0 0.0 0.0
C -1.05123 -4.06767 4.23773 0.0 0.0 0.0
C -0.59420 -3.13228 3.32203 0.0 0.0 0.0
C -0.62762 -1.77861 3.62777 0.0 0.0 0.0
C -0.12666 -0.71980 2.69048 0.0 0.1 0.0
O 0.55628 -1.27897 1.58268 0.0 -0.1 -0.1
N -1.25152 0.06119 2.14487 0.0 0.0 0.0
N -0.78544 0.80586 1.08070 -0.1 -0.1 -0.1
C -1.24026 1.96299 0.77856 0.0 0.0 0.0
C -0.82043 2.65150 -0.41228 0.0 0.0 -0.1
Br 0.26904 1.59048 -1.59608 -0.1 0.1 -0.1
C -1.14931 3.89177 -0.79746 0.0 0.0 0.0
C -1.88208 4.86359 0.00800 0.0 0.0 0.0
C -2.80121 5.69922 -0.63305 0.0 0.0 0.0
C -3.53392 6.61478 0.09987 0.0 0.0 0.0
C -3.33045 6.73048 1.46928 0.0 0.0 0.0
C -2.38659 5.93620 2.10696 0.0 0.0 0.0
C -1.66368 5.00414 1.38250 0.0 0.0 0.0
H -1.50998 0.17468 5.95498 0.0 0.0 0.0
H -2.00030 -1.96376 6.72685 0.0 0.0 0.0
H -1.90524 -4.36792 6.18179 0.0 0.0 0.0
H -1.02189 -5.12135 3.99832 0.0 0.0 0.0
H -0.20410 -3.44872 2.36361 0.0 0.0 0.0
H 0.55585 -0.03806 3.21509 0.0 0.0 0.0
H -1.70691 0.62129 2.86349 0.0 0.0 0.0
H -1.98139 2.44754 1.40899 0.0 0.0 0.0
H -0.86330 4.20657 -1.79651 0.0 0.0 0.0
H -2.94986 5.61702 -1.70271 0.0 0.0 0.0
H -4.25518 7.24865 -0.39716 0.0 0.0 0.0
H -3.89264 7.45953 2.03699 0.0 0.0 0.0
H -2.20054 6.05989 3.16511 0.0 0.0 0.0
H -0.88181 4.43226 1.86873 0.0 0.0 0.0
N 2.11476 -1.25825 -0.77163 0.1 0.0 0.2
C 2.18415 -1.07258 -2.21212 0.0 0.0 0.0
C 3.35568 -0.60246 -2.78099 0.0 0.0 0.0
C 3.40634 -0.39101 -4.14931 0.0 0.0 0.0
C 2.28404 -0.64791 -4.92615 0.0 0.0 0.0
C 1.11854 -1.11592 -4.34103 0.0 0.0 0.0
C 1.04484 -1.33980 -2.96687 0.0 -0.1 0.0
C -0.18417 -1.84762 -2.31600 0.0 0.0 0.0
C -1.05780 -2.69703 -3.00000 0.0 0.0 0.0
C -2.22237 -3.15713 -2.40906 0.0 0.0 0.0
C -2.54416 -2.79303 -1.10947 0.0 0.0 0.0
C -1.68542 -1.97130 -0.38910 0.0 -0.1 -0.1
C -0.53678 -1.51096 -1.01103 -0.2 0.0 0.1
H 2.94037 -0.84436 -0.33872 0.0 -0.1 0.0
H 2.06172 -2.24314 -0.50960 0.0 0.0 -0.1
H 4.22267 -0.40677 -2.16079 0.0 0.0 0.0
H 4.31648 -0.02675 -4.60497 0.0 0.0 0.0
H 2.31486 -0.47739 -5.99345 0.0 0.0 0.0
H 0.24616 -1.28990 -4.95652 0.0 0.0 0.0
H -0.80417 -3.01875 -4.00174 0.0 0.0 0.0
H -2.87602 -3.81638 -2.96399 0.0 0.0 0.0
H -3.45218 -3.15415 -0.64551 0.0 0.0 0.0
H -1.92376 -1.70706 0.63179 0.0 0.0 0.0
C 5.14198 2.17913 3.02750 0.0 0.0 0.0
N 4.48179 0.88693 3.14345 0.0 0.0 0.0
C 3.43370 0.45224 2.43131 0.0 0.0 0.0
Se 2.54547 1.42656 1.10257 -0.2 -0.1 -0.2
N 3.14806 -0.79968 2.82999 0.0 0.0 0.0
C 4.02102 -1.18796 3.84474 0.0 0.0 0.0
C 4.12665 -2.35345 4.58926 0.0 0.0 0.0
C 5.13724 -2.39000 5.53223 0.0 0.0 0.0
C 6.00565 -1.30743 5.72344 0.0 0.0 0.0
C 5.89352 -0.14574 4.98189 0.0 0.0 0.0
C 4.87618 -0.11204 4.03876 0.0 0.0 0.0
H 4.57896 2.80653 2.34410 0.0 0.0 0.0
H 6.15385 2.04339 2.64902 0.0 0.0 0.0
H 5.17811 2.65183 4.00702 0.0 0.0 0.0
H 2.35707 -1.31812 2.47000 0.0 0.0 0.0
H 3.45496 -3.18883 4.44468 0.0 0.0 0.0
H 5.26222 -3.27644 6.13835 0.0 0.0 0.0
H 6.78296 -1.38330 6.47089 0.0 0.0 0.0
H 6.56524 0.68777 5.13315 0.0 0.0 0.0

---

Record 8
76
Properties=species:S:1:pos:R:3:forces:R:3 method="wB97M-V/def2-TZVPD" lumo_energy_ev=-5.2209 total_charge=+2 de_lowest_kcal_mol=15.6 energy_ha=-3354.739992 homo_energy_ev=-12.58 spin_multiplicity=1
Zr 0.68378 -0.01898 0.25558 0.4 -0.1 1.2
C 2.09343 -2.16129 2.51280 0.1 -0.1 -0.1
C 1.47141 -1.00815 3.26119 -0.1 0.2 0.0
N 1.60316 0.24922 2.49582 -0.1 0.1 0.0
C 2.88886 0.97276 2.66137 -0.1 -0.1 0.1
C 4.06612 0.37714 1.90101 0.1 0.0 0.2
S 3.63404 -0.10030 0.21094 -0.3 0.1 -0.2
C 3.93883 -1.88495 0.15521 0.1 -0.1 0.0
C 2.68482 -2.75538 0.21155 0.0 0.0 0.1
N 1.65875 -2.16966 1.09719 -0.2 0.2 -0.1
H 3.17681 -2.08189 2.53353 0.0 0.0 0.0
H 1.84624 -3.10819 2.99555 0.0 0.0 0.0
H 0.40148 -1.19128 3.38645 0.0 0.0 0.0
H 1.91012 -0.90529 4.25690 0.0 -0.1 0.0
H 0.90321 0.90805 2.83455 0.0 0.0 0.0
H 2.70650 1.99084 2.31955 0.0 0.0 -0.1
H 3.14119 1.03008 3.72375 0.0 0.0 0.0
H 4.85315 1.12803 1.84417 0.0 0.0 0.0
H 4.50035 -0.48516 2.40456 0.0 0.0 0.0
H 4.46863 -2.08165 -0.77475 0.0 0.0 0.0
H 4.64060 -2.10852 0.95776 0.0 0.0 0.0
H 2.25266 -2.85558 -0.77934 0.0 0.0 0.0
H 2.96170 -3.75527 0.55642 0.0 0.0 0.0
H 0.82008 -2.73929 1.02927 0.0 -0.1 0.0
Cl 1.91324 2.30543 -0.50683 0.2 0.3 0.0
C 0.80164 3.66097 -0.31318 0.2 -0.2 -0.1
C 1.14630 4.83011 -0.95854 -0.2 0.1 0.1
C 0.29792 5.91609 -0.80752 0.0 0.0 0.0
C -0.84366 5.79845 -0.03150 0.0 0.0 0.0
C -1.14409 4.60038 0.59779 -0.2 0.1 0.1
Cl -2.59237 4.53599 1.55168 0.1 -0.1 0.0
C -0.32172 3.47772 0.47994 -0.1 -0.1 0.0
S -0.70425 1.96866 1.30005 0.1 -0.1 -0.2
H 2.04125 4.89146 -1.56154 0.0 0.0 0.0
H 0.52430 6.85318 -1.29720 0.0 0.0 0.0
H -1.51630 6.63580 0.09320 0.0 0.0 0.0
C -3.24861 -1.97143 4.28547 0.0 0.3 -0.1
N -3.48092 -0.62239 3.67372 0.0 -0.1 -0.1
C -4.94079 -0.32703 3.45080 0.4 0.0 0.0
C -2.56422 -0.29093 2.49614 -0.1 0.0 0.2
C -2.37576 -1.32200 1.41151 0.0 -0.1 -0.1
C -3.40109 -2.20159 1.07548 0.0 0.0 0.0
C -3.26358 -3.13461 0.05805 0.0 0.0 0.0
C -2.08019 -3.18211 -0.65002 0.0 0.0 0.0
C -1.06593 -2.29262 -0.32166 0.0 0.0 0.0
C -1.15589 -1.32997 0.70014 -0.1 -0.1 0.1
H -3.90520 -2.06550 5.14540 0.0 -0.1 0.0
H -2.20757 -2.02249 4.59397 0.0 -0.1 0.0
H -3.46055 -2.73543 3.54728 0.0 0.0 0.1
H -3.18623 0.05523 4.37609 -0.1 0.0 0.0
H -5.35783 -1.04384 2.75692 -0.1 0.0 0.0
H -5.01604 0.68116 3.05385 -0.1 0.0 0.0
H -5.43981 -0.40174 4.41305 -0.1 0.0 0.0
H -1.60839 -0.07301 2.96965 0.1 0.0 -0.1
H -2.94429 0.65214 2.10733 0.0 0.0 -0.1
H -4.34097 -2.19041 1.60777 0.0 0.0 0.0
H -4.07566 -3.81167 -0.17058 0.0 0.0 0.0
H -1.93869 -3.89818 -1.44876 0.0 0.0 0.0
H -0.16294 -2.38065 -0.92161 0.0 0.0 0.0
O -0.27283 0.52981 -1.59727 -0.1 0.0 -0.1
C 0.60936 -0.09607 -2.27209 0.0 -0.1 0.3
O 1.44137 -0.79467 -1.53634 0.0 0.1 -1.0
C 0.68783 -0.01169 -3.69915 -0.1 0.0 -0.1
C 1.68213 -0.69920 -4.39322 0.0 0.0 -0.1
C 1.77176 -0.61692 -5.77927 0.0 0.0 0.2
C 0.83088 0.17084 -6.40499 0.2 -0.1 -0.2
O 0.72200 0.40248 -7.71926 -0.2 0.2 -0.1
C -0.42016 1.27170 -7.89897 0.2 -0.1 0.3
O -0.93305 1.55302 -6.58782 0.0 0.0 -0.2
C -0.16347 0.85824 -5.71403 -0.1 0.1 0.0
C -0.27078 0.79450 -4.36137 0.1 -0.1 0.1
H 2.39262 -1.30068 -3.84275 0.0 0.0 0.0
H 2.53452 -1.13695 -6.33985 0.0 0.0 0.0
H -1.17320 0.74782 -8.48100 0.0 0.0 -0.1
H -0.08890 2.19439 -8.36606 0.0 0.0 -0.1
H -1.03717 1.32298 -3.81385 0.0 0.0 0.0